[1]
Entry from the Open Molecules 2025 dataset: 6 unconnected molecules or ions with the total composition C34H42Br2F3N5O4Si (ωB97M-V/def2-TZVPD).

charge = 0
SMILES string = C[C@H](O)CO[Si@@](O)(C[C@H](O)C(F)(F)F)[C@H](Br)[C@H](C)Br.c1ccncc1.c1ccncc1.c1ccncc1.c1ccncc1.c1ccncc1
E = -207691.4343 eV
E_HOMO = -9.4 eV

Each line ends with the Mulliken charge.
Geometry (Å):
C1 0.6766 0.1432 -1.9590  -0.546
C2 -0.2017 -1.1159 -2.5339  0.173
O1 -1.0339 -0.8117 -3.7094  -0.531
C3 -1.1105 -1.6881 -1.2531  -0.314
O2 -2.4671 -1.8848 -1.7869  -0.424
Si1 -3.6533 -0.8474 -1.0112  0.341
O3 -3.9819 -1.5916 0.5860  -0.466
C4 -3.0642 0.9482 -0.6497  -0.354
C5 -2.7233 1.8539 -1.9721  0.237
O4 -2.1892 3.1580 -1.4555  -0.581
C6 -4.0131 2.2363 -2.9084  0.695
F1 -3.8238 3.6829 -3.3018  -0.299
F2 -5.3270 2.1735 -2.2282  -0.244
F3 -3.9709 1.4825 -4.2119  -0.244
C7 -5.2911 -0.9888 -2.0128  -0.389
Br1 -6.7946 -0.4232 -0.7563  -0.125
C8 -5.6767 -2.5163 -2.4949  -0.196
C9 -5.5661 -3.6505 -1.3164  -0.884
Br2 -4.6211 -3.1590 -4.0785  -0.174
H1 1.7390 0.1242 -2.4846  0.028
H2 0.8552 0.0727 -0.7815  0.237
H3 0.2200 1.2026 -2.1607  0.111
H4 0.5666 -1.9517 -2.8755  0.391
H5 -1.2115 -1.6244 -4.2731  0.317
H6 -0.6225 -2.7405 -0.9810  0.271
H7 -1.0422 -1.0095 -0.3026  0.145
H8 -3.4988 -1.0217 1.2666  0.266
H9 -3.8492 1.4799 0.0427  0.294
H10 -2.0579 0.8971 -0.0120  0.348
H11 -1.8876 1.4263 -2.6707  -0.098
H12 -1.2727 3.0306 -1.0695  0.385
H13 -5.3086 -0.3200 -2.9809  0.444
H14 -6.8172 -2.5078 -2.8449  0.474
H15 -6.3228 -4.5143 -1.6004  0.376
H16 -4.4900 -4.1324 -1.2159  0.221
H17 -5.9209 -3.2125 -0.2654  0.179
C10 -4.4983 -4.8496 3.6393  -0.613
C11 -3.9512 -5.5317 4.7210  -0.242
C12 -2.6835 -5.1723 5.1497  -0.158
N1 -1.9441 -4.1984 4.5751  -0.559
C13 -2.5009 -3.5551 3.5260  -0.295
C14 -3.7619 -3.8402 3.0277  -0.098
H18 -5.4900 -5.1025 3.2757  0.395
H19 -4.4989 -6.3240 5.2186  0.404
H20 -2.2146 -5.6728 5.9918  0.288
H21 -1.8856 -2.7783 3.0805  0.390
H22 -4.1602 -3.2895 2.1831  0.473
C15 6.7591 -0.3955 -1.8826  -0.172
C16 6.1940 0.1670 -3.0222  -0.572
C17 4.8125 0.2394 -3.1017  -0.344
N2 3.9798 -0.2088 -2.1368  -0.149
C18 4.5576 -0.7515 -1.0430  -0.180
C19 5.9278 -0.8644 -0.8706  -0.630
H23 7.8382 -0.4682 -1.7839  0.374
H24 6.8143 0.5406 -3.8290  0.385
H25 4.3237 0.6727 -3.9695  0.459
H26 3.8668 -1.1062 -0.2832  0.364
H27 6.3370 -1.3076 0.0302  0.369
C20 -3.3469 -6.9041 10.7126  -0.131
C21 -2.1903 -6.4157 10.1140  -0.511
C22 -1.9658 -6.7153 8.7799  -0.056
N3 -2.8043 -7.4589 8.0254  -0.483
C23 -3.9180 -7.9207 8.6345  -0.151
C24 -4.2309 -7.6714 9.9611  -0.423
H28 -3.5576 -6.6889 11.7562  0.353
H29 -1.4809 -5.8158 10.6727  0.348
H30 -1.0791 -6.3545 8.2668  0.370
H31 -4.5743 -8.5174 8.0073  0.353
H32 -5.1411 -8.0662 10.3981  0.344
C25 4.0020 5.3999 -2.7239  -0.427
C26 3.8049 6.0372 -1.5034  -0.400
C27 3.9118 5.2836 -0.3454  -0.324
N4 4.1931 3.9622 -0.3322  -0.546
C28 4.3775 3.3707 -1.5324  0.083
C29 4.2951 4.0402 -2.7428  -0.345
H33 3.9277 5.9580 -3.6527  0.486
H34 3.5741 7.0953 -1.4548  0.377
H35 3.7698 5.7359 0.6317  0.391
H36 4.6002 2.3080 -1.4948  0.370
H37 4.4547 3.5146 -3.6774  0.357
C30 6.4020 9.4649 -5.0789  -0.165
C31 6.2049 10.1022 -3.8584  -0.377
C32 6.3118 9.3486 -2.7004  -0.194
N5 6.5931 8.0272 -2.6872  -0.473
C33 6.7775 7.4357 -3.8874  -0.265
C34 6.6951 8.1052 -5.0978  -0.365
H38 6.3277 10.0230 -6.0077  0.358
H39 5.9741 11.1603 -3.8098  0.356
H40 6.1698 9.8009 -1.7233  0.361
H41 7.0002 6.3730 -3.8498  0.413
H42 6.8547 7.5796 -6.0324  0.361

[2]
Entry from the Open Molecules 2025 dataset: a molecular structure, C34H42Cl4HoN3OSi2 (ωB97M-V/def2-TZVPD).

charge = -2
spin multiplicity = 5
energy above the lowest of the compared OMol25 structures with the same formula, charge and spin = 95.02 kJ/mol
E = -134106.7438 eV
E_HOMO (spin up / spin down) = -0.5 / -0.5 eV

Each line ends with the Löwdin spin population.
Geometry (Å):
Ho1 0.0884 0.3008 -0.2013  4.030
Cl1 6.9148 3.2909 -1.8260  0.000
C1 5.2168 2.9401 -1.6346  0.000
C2 4.8258 1.8595 -0.8626  0.000
C3 3.4791 1.6034 -0.7284  0.000
Cl2 2.9081 0.2867 0.2471  -0.002
C4 2.4551 2.3679 -1.3464  0.000
O1 1.2177 2.0736 -1.2213  -0.005
C5 2.9361 3.4620 -2.1071  0.000
Cl3 1.7620 4.4699 -2.8864  0.000
C6 4.2796 3.7468 -2.2582  0.000
H1 5.5565 1.2288 -0.3755  0.000
H2 4.5913 4.5876 -2.8610  0.000
C7 -2.2057 -2.2215 1.1798  0.000
N1 -2.2764 -1.2425 0.1028  -0.002
C8 -3.3060 -0.2521 0.4054  0.000
C9 -2.5647 -1.8975 -1.1764  0.000
C10 -2.2161 -1.0407 -2.3755  0.000
C11 -2.9711 -1.1989 -3.5337  0.000
C12 -2.6150 -0.5326 -4.6974  0.000
C13 -1.4875 0.2766 -4.6817  0.000
C14 -0.7580 0.4260 -3.5100  0.000
C15 -1.0864 -0.2077 -2.2973  -0.008
H3 -3.1620 -2.7554 1.3080  0.000
H4 -1.9493 -1.7185 2.1128  0.000
H5 -1.4273 -2.9530 0.9593  0.000
H6 -4.2894 -0.7341 0.5357  0.000
H7 -3.3737 0.4639 -0.4128  0.000
H8 -3.0433 0.2881 1.3145  0.000
H9 -3.6232 -2.2055 -1.2128  0.000
H10 -1.9571 -2.8068 -1.2285  0.000
H11 -3.8395 -1.8536 -3.5326  0.000
H12 -3.2048 -0.6533 -5.5996  0.000
H13 -1.1879 0.8002 -5.5844  0.000
H14 0.1138 1.0776 -3.5444  0.000
C16 -3.5578 3.7001 0.8554  0.000
Si1 -1.7655 3.3211 0.2820  0.000
C17 -1.9551 2.9686 -1.5651  0.000
C18 -0.8599 4.9985 0.3799  0.000
N2 -0.9982 2.0070 1.0487  -0.007
C19 -0.7277 1.9860 2.4114  0.000
C20 -1.1309 3.0255 3.2614  0.000
C21 -0.8887 3.0422 4.6292  0.000
C22 -0.2122 1.9822 5.1970  0.000
C23 0.2020 0.9342 4.3816  0.000
C24 -0.0270 0.8784 2.9999  0.000
N3 0.3964 -0.2006 2.2119  -0.005
Si2 1.2070 -1.5152 2.9299  0.000
C25 2.8961 -1.1241 3.7448  0.000
C26 0.2261 -2.5043 4.2486  0.000
C27 1.6240 -2.8569 1.6575  0.000
H15 -4.0492 4.3790 0.1532  0.000
H16 -3.5903 4.1620 1.8455  0.000
H17 -4.1496 2.7809 0.9024  0.000
H18 -2.4528 3.8136 -2.0501  0.000
H19 -2.5465 2.0748 -1.7718  0.000
H20 -0.9785 2.8398 -2.0348  0.000
H21 -1.2296 5.6875 -0.3840  0.000
H22 0.2096 4.8501 0.2068  0.000
H23 -0.9750 5.4799 1.3546  0.000
H24 -1.6541 3.8668 2.8222  0.000
H25 -1.2291 3.8783 5.2305  0.000
H26 0.0051 1.9565 6.2593  0.000
H27 0.7356 0.1185 4.8509  0.000
H28 2.7877 -0.5928 4.6932  0.000
H29 3.4966 -0.4908 3.0864  0.000
H30 3.4644 -2.0384 3.9367  0.000
H31 0.0378 -1.9370 5.1626  0.000
H32 0.7715 -3.4113 4.5242  0.000
H33 -0.7458 -2.8105 3.8499  0.000
H34 2.3490 -2.5315 0.9077  0.000
H35 0.7366 -3.2180 1.1321  0.000
H36 2.0581 -3.7122 2.1823  0.000
Cl4 2.5562 -7.1047 -4.6434  0.000
C28 2.2285 -5.5932 -3.7952  0.000
C29 1.5875 -5.6127 -2.5609  0.000
C30 1.3391 -4.4368 -1.8921  0.000
C31 1.7226 -3.1525 -2.4145  0.000
C32 1.4926 -1.9669 -1.7472  -0.001
C33 2.3733 -3.1999 -3.6965  0.000
C34 2.6193 -4.3799 -4.3573  0.000
H37 1.2862 -6.5637 -2.1362  0.000
H38 0.8488 -4.4709 -0.9241  0.000
H39 1.0439 -1.9854 -0.7574  -0.001
H40 1.8584 -1.0326 -2.1596  0.000
H41 2.6747 -2.2630 -4.1534  0.000
H42 3.1185 -4.3815 -5.3195  0.000